{"formula": "C35H52O43S4", "method": "the ωB97M-V functional and the def2-TZVPD basis", "species": ["S", "S", "S", "S", "O", "O", "O", "O", "O", "O", "O", "O", "O", "O", "O", "O", "O", "O", "O", "O", "O", "O", "O", "O", "O", "O", "O", "O", "O", "O", "O", "O", "O", "O", "O", "O", "O", "O", "O", "O", "O", "O", "O", "O", "O", "O", "O", "C", "C", "C", "C", "C", "C", "C", "C", "C", "C", "C", "C", "C", "C", "C", "C", "C", "C", "C", "C", "C", "C", "C", "C", "C", "C", "C", "C", "C", "C", "C", "C", "C", "C", "C", "H", "H", "H", "H", "H", "H", "H", "H", "H", "H", "H", "H", "H", "H", "H", "H", "H", "H", "H", "H", "H", "H", "H", "H", "H", "H", "H", "H", "H", "H", "H", "H", "H", "H", "H", "H", "H", "H", "H", "H", "H", "H", "H", "H", "H", "H", "H", "H", "H", "H", "H", "H"], "positions_angstrom": [[-0.84729, -3.95572, 1.07418], [-0.18915, -1.71573, 6.70188], [3.66243, -7.86858, 0.10256], [-0.95191, 1.48227, 0.76170], [-0.19291, -1.10075, -6.71972], [3.34772, -0.87250, 2.90921], [0.60306, 0.65088, -5.66692], [-0.03577, -1.66685, -2.90007], [2.01309, -0.98537, -6.27335], [-3.33730, 6.98350, -3.12335], [-3.22604, 3.63140, 3.26386], [2.48904, -2.44441, 1.49354], [4.26503, -6.68977, -0.44529], [-1.90738, 6.80753, -1.46139], [-2.04832, 0.78883, 0.14373], [-2.19643, -1.87546, -3.20981], [-2.36688, 1.90995, 4.32183], [-1.48632, 3.91404, 4.74327], [-0.85362, -0.55727, 5.73969], [2.45879, 1.21407, -1.98246], [2.02417, 5.19377, -4.77299], [-2.38675, -4.10007, 1.18742], [0.19522, 3.94220, -4.56351], [-0.33002, -5.21926, 1.42956], [1.15998, 4.84089, 0.05660], [-1.01401, 2.81719, 1.29643], [1.24797, -1.64709, 6.13346], [4.09240, -7.97886, 1.62080], [1.67138, 3.51053, -6.18388], [2.10918, -7.53004, 0.35688], [-0.55765, -2.95274, 2.31502], [-4.76765, -0.94340, 2.31970], [0.22656, 1.34271, -0.20708], [-4.10506, -1.68050, 0.33538], [-0.55756, -3.20810, -0.08535], [2.43312, 3.58899, 1.53244], [3.73435, 0.40253, -3.59274], [-0.81929, -3.40770, -4.17122], [0.82856, 4.99084, 2.20881], [-5.25401, 0.22859, 0.45513], [-0.31350, -1.30750, 8.04619], [4.68205, -2.35405, 1.86932], [-0.73735, -2.94858, 6.34240], [-0.42162, 0.51932, 1.93836], [-3.88822, 5.68827, -1.28895], [3.82270, -9.15612, -0.52388], [3.84506, -0.42523, -1.44816], [3.43731, 0.29670, -2.30847], [1.16294, -2.39203, -3.34262], [-3.11063, 6.51161, -2.06449], [1.70998, -8.17644, 1.54890], [-2.28977, 3.24079, 4.18273], [2.04675, 3.13625, 2.87093], [2.89308, -7.86498, 2.43257], [1.44369, 4.48109, 1.18361], [1.51156, -0.30800, 5.59304], [1.42957, 4.49096, 3.40113], [-5.12873, -0.11047, -0.91046], [-1.96559, 6.27977, -0.13205], [-3.46414, 1.35842, 3.66799], [4.53426, -3.08888, 0.61425], [0.15313, 0.44038, 5.63683], [3.50199, -1.78424, 2.14875], [-1.84638, -2.56352, 2.89063], [-0.74830, 0.99308, -5.97771], [-1.11334, -2.32130, -3.41899], [-4.69501, -0.78365, 1.15083], [-4.03404, -1.22909, -1.00075], [0.56829, -3.72096, -3.87867], [3.05853, -3.35738, 0.55287], [0.62338, -0.30416, 1.38670], [0.94451, -0.51259, -6.28030], [1.35844, 4.14805, -5.22523], [-3.09943, 5.24924, -0.15239], [-1.22696, -0.13641, -6.85197], [0.07400, 5.04913, -3.58952], [2.24848, 2.16086, -2.96750], [0.56588, -0.07640, -0.15590], [1.43455, 5.79982, -3.66412], [-4.00321, 2.52684, 2.82081], [-2.87086, -3.61860, 2.47197], [3.08061, 1.64374, -4.13279], [-1.72160, -2.42860, 3.93609], [-6.19990, -0.30408, -1.31179], [2.61325, 3.10111, -2.60238], [0.61094, -4.48123, -3.11860], [-2.05224, -1.63354, 2.39612], [1.57811, -0.07774, -0.58212], [-3.10322, -0.69436, -1.09701], [1.38416, 6.85765, -3.84817], [1.41544, -9.18877, 1.42018], [3.05254, -8.43986, 3.34432], [-1.40374, 1.04598, -5.09474], [2.23707, 5.20257, 3.73147], [-4.15697, -2.06737, -1.69260], [-3.76055, 5.12268, 0.69699], [-4.03696, 0.94612, 4.48677], [2.98029, 2.83226, 3.38195], [-0.69256, 1.97751, -6.51932], [-2.22643, -0.57290, -6.48237], [2.03127, 5.60347, -2.76065], [2.30105, 0.15329, 6.18775], [-3.03913, -4.50624, 3.09995], [-3.89645, 2.39510, 1.80656], [-0.13315, 4.59414, -2.61690], [1.84304, -2.63955, -2.52352], [-3.81208, -3.03044, 2.30813], [-5.06055, 2.76747, 3.02896], [-1.37243, 0.02764, -7.92947], [3.89517, 2.34800, -4.43570], [-0.95573, 5.95681, 0.12102], [0.83098, -7.77326, 1.98607], [-4.88588, 0.82310, -1.43843], [-0.76270, 5.69386, -3.99914], [1.71192, -1.77460, -4.04344], [0.32948, -1.33772, 1.51172], [1.13034, 2.26212, -3.10939], [0.65624, 4.35906, 4.18573], [1.25321, 2.40946, 2.82793], [-0.29155, -0.49782, -0.65663], [-2.20955, 7.07981, 0.55660], [1.87673, -0.50047, 4.59677], [2.55844, 1.33537, -5.04596], [1.03333, -4.21121, -4.73733], [4.96984, -2.58115, -0.30423], [-3.06770, 0.53154, 3.04788], [-0.08699, 1.01403, 4.69622], [-2.66267, 4.23431, -0.37687], [0.11216, 1.16072, 6.45550], [2.82238, -4.39271, 0.93140], [2.65983, -6.81516, 2.72248], [1.54729, -0.02005, 1.85591], [2.68379, -3.19525, -0.44714], [5.16804, -3.98533, 0.87353]], "forces_ev_per_a": [[-0.4, 0.9, 2.1], [-1.6, 0.9, -0.3], [0.6, -0.1, -1.2], [-0.4, 0.2, 1.2], [0.5, -0.7, -0.5], [-0.2, -0.3, -0.1], [0.1, 0.0, -0.1], [1.1, -1.7, -0.8], [1.7, -0.7, -0.2], [-1.1, -0.4, -0.7], [0.8, 0.8, 0.8], [0.6, 1.1, 0.1], [-0.5, -0.8, 0.0], [-1.3, -1.0, 0.4], [-0.6, 1.0, 0.6], [-0.7, -0.3, -0.4], [1.6, 0.8, 1.0], [-0.1, 0.5, -0.1], [0.9, -1.1, 0.9], [0.8, -1.3, 1.2], [1.5, 0.0, -0.7], [-1.1, 0.7, 0.2], [0.8, 1.3, 0.9], [1.4, -0.8, -0.6], [0.9, -0.9, 0.8], [-0.5, -1.1, -0.7], [0.6, 0.9, -0.1], [-0.9, 0.1, 0.5], [0.4, -0.3, 0.1], [0.2, -0.1, -0.8], [-0.9, -1.3, -0.1], [0.0, 0.2, 1.3], [0.8, 1.1, -0.2], [0.1, -0.6, 1.2], [0.8, -0.2, -1.3], [-1.6, 0.0, 0.1], [-0.1, 0.8, 0.0], [0.8, 0.7, 1.0], [-0.4, 0.3, 1.5], [0.7, -0.9, 0.7], [0.6, 0.7, 0.7], [-0.4, 0.9, -1.0], [-0.8, -1.7, -0.8], [-0.4, 0.9, -0.4], [0.8, 0.6, -0.6], [-0.3, 1.4, 0.6], [0.4, -0.8, -0.6], [-1.3, 1.5, 0.5], [-0.4, -0.6, 0.0], [1.1, 0.3, 0.8], [0.4, -0.5, 0.8], [-0.6, -0.7, -1.1], [0.8, 2.4, 0.4], [-0.2, 0.7, 1.1], [0.5, 0.3, -2.8], [-0.1, -0.2, 0.0], [0.9, -0.8, 1.0], [-2.0, 0.8, -2.8], [0.3, 0.4, 0.9], [0.3, -1.1, -0.9], [2.5, -1.1, 0.5], [0.2, 1.3, -1.4], [-0.1, -0.6, 0.0], [0.5, -0.5, -0.9], [-0.2, 1.7, -0.6], [0.0, 0.8, 0.2], [-0.3, -0.4, -1.4], [-1.2, 1.7, 0.4], [0.2, 0.2, -0.4], [-0.2, -1.7, 0.7], [-0.9, -1.1, -1.6], [-2.7, 0.7, 1.1], [-1.2, -0.4, -1.1], [1.1, -1.3, -1.3], [-2.0, -1.4, -0.2], [-1.2, 0.5, -0.9], [-1.5, 0.2, -0.8], [1.2, 1.2, 1.2], [-0.8, -1.0, 1.3], [-1.3, 0.1, 2.8], [-0.9, 0.7, -0.2], [1.2, -0.5, -1.2], [0.1, 0.0, 0.9], [1.7, -0.5, 0.7], [0.2, 0.7, 0.1], [-0.3, -0.2, 0.7], [-0.5, 0.6, 0.0], [-0.8, -0.8, -0.1], [0.4, -0.4, -0.5], [-0.3, 0.4, 0.0], [0.5, -1.3, -0.6], [-0.2, -0.2, -0.3], [0.8, 0.2, 0.0], [-0.8, -0.7, -0.3], [-0.1, 0.5, 0.2], [0.2, 0.5, 0.2], [-1.0, -0.1, -0.4], [-0.8, -0.1, -0.2], [-0.3, -0.9, 0.7], [1.7, 0.5, -0.4], [-0.1, 0.1, -0.3], [-0.2, 0.0, 0.0], [0.3, 0.6, 0.1], [0.5, -0.4, -2.3], [-0.1, 0.4, -0.2], [-0.4, 0.4, 0.2], [0.7, -1.1, 0.1], [0.4, -0.2, 0.0], [0.2, 0.5, 0.4], [-0.6, -0.7, 0.4], [-0.3, -0.6, 0.0], [-0.7, 1.2, 0.0], [0.5, -0.4, 0.1], [0.8, -0.8, 0.9], [-0.1, 0.0, -0.3], [0.5, 0.1, 0.6], [1.3, -0.3, -0.3], [0.5, 0.1, -0.6], [0.0, -0.6, -0.2], [0.5, -1.2, -0.2], [-0.1, 0.4, 0.1], [0.0, 0.1, -0.3], [0.1, 0.2, 0.6], [-0.1, 0.8, -0.2], [-0.6, -0.1, 1.5], [-0.5, 0.4, 0.3], [0.5, -0.7, 0.9], [-0.6, 0.8, 0.1], [-0.1, -0.3, 0.2], [0.1, 1.0, -0.7], [1.0, -0.4, -0.1], [0.3, 0.0, 0.0], [-0.4, 0.1, 0.0], [-0.9, 0.6, -1.0]], "e_homo_ev": -10.95, "e_lumo_ev": 0.232, "charge": 0, "homo_lumo_gap_ev": 11.186}

{"formula": "C35H52P4STb", "method": "the ωB97M-V functional and the def2-TZVPD basis", "species": ["Tb", "S", "P", "P", "P", "P", "C", "C", "C", "C", "C", "C", "C", "C", "C", "C", "C", "C", "C", "C", "C", "C", "C", "C", "C", "C", "C", "C", "C", "C", "C", "C", "C", "C", "C", "C", "C", "C", "C", "C", "C", "H", "H", "H", "H", "H", "H", "H", "H", "H", "H", "H", "H", "H", "H", "H", "H", "H", "H", "H", "H", "H", "H", "H", "H", "H", "H", "H", "H", "H", "H", "H", "H", "H", "H", "H", "H", "H", "H", "H", "H", "H", "H", "H", "H", "H", "H", "H", "H", "H", "H", "H", "H"], "positions_angstrom": [[-0.38278, 0.52669, -0.30949], [-2.49829, -0.49955, -1.37603], [1.55031, -0.91045, 1.05771], [0.57129, 2.85682, 0.62468], [-1.94976, -0.22204, 1.91306], [1.00180, -0.03504, -2.68158], [3.19159, 2.68521, 1.66523], [-2.58707, -1.82161, -2.40228], [2.17771, 4.90321, 1.45317], [-0.28071, 3.78313, 3.11958], [-4.57912, 0.99096, -0.97535], [-1.91606, -1.96268, 2.50349], [4.39385, 4.66620, 2.39610], [3.31326, 5.47461, 2.02026], [4.33492, 3.27205, 2.20960], [0.47827, 0.74164, -4.24375], [0.36181, 5.57747, -3.10004], [1.07153, 4.37507, -3.15762], [-1.21891, 4.23035, 4.05075], [-2.57661, 4.25760, 3.70895], [-3.13248, -3.10998, -1.85115], [-0.68015, 3.43839, 1.82062], [-3.74096, 0.14305, 1.91141], [2.80019, 0.26115, -2.82035], [-2.83058, -2.81725, -4.56131], [-5.06857, -0.25274, -1.24549], [0.86660, -1.84044, -3.00760], [-0.39949, 5.04473, -0.86233], [-2.45671, -4.20953, -2.60436], [1.53788, -2.73020, 1.04700], [2.11774, 3.51427, 1.29314], [3.24792, -0.59817, 0.44899], [-2.60733, -1.67432, -3.77831], [-1.50988, 0.67312, 3.44917], [1.70564, -0.46318, 2.82059], [0.36042, 3.87281, -0.88194], [-2.05154, 3.43305, 1.49028], [-2.99068, 3.82598, 2.44635], [1.09209, 3.54117, -2.03157], [-2.63273, -4.08544, -3.96603], [-0.37220, 5.91625, -1.96875], [1.63598, -2.37084, -2.42972], [5.29317, 5.12552, 2.83347], [1.21208, 0.52456, -5.04283], [-4.19572, -3.12656, -2.14834], [1.39242, 0.57883, 2.98313], [-5.55678, -0.82015, -0.46439], [-0.92177, -2.22929, 2.89885], [-0.88332, 4.55534, 5.03501], [-2.66718, -2.06743, 3.30430], [-4.48328, 1.39758, 0.03867], [-4.49304, 1.69884, -1.80678], [-5.23294, -0.60273, -2.27889], [0.35542, 6.24639, -3.96144], [3.51100, -1.37529, -0.27762], [-0.44040, 0.60076, 3.65352], [-3.12453, -3.09787, -0.74871], [1.07001, -1.11703, 3.43295], [-2.48601, -0.65792, -4.14546], [-2.07623, 0.24146, 4.28111], [-2.37815, 3.12630, 0.49473], [-2.72621, -4.95769, -4.60451], [1.59795, 4.08995, -4.06303], [-0.99886, 5.28941, -0.00289], [5.18505, 2.63638, 2.47773], [-0.49788, 0.33489, -4.53935], [1.32358, 5.50904, 1.14039], [-3.03826, -2.68301, -5.61822], [-2.15677, -2.64848, 1.67523], [0.37851, 1.83497, -4.11289], [-1.76376, 1.72663, 3.32967], [3.94780, -0.61598, 1.29326], [0.77254, 3.71705, 3.41072], [-0.93861, 6.83616, -1.92252], [1.87565, -3.08002, 0.06255], [-4.20357, -0.40529, 2.73718], [-4.22137, -0.14500, 0.97358], [2.22679, -3.08541, 1.82515], [3.15708, -0.18329, -3.75667], [-2.11960, -5.13658, -2.09871], [-3.31418, 4.59972, 4.43881], [1.00207, -2.04366, -4.07920], [0.52366, -3.11216, 1.22028], [3.01176, 1.33440, -2.82221], [2.75887, -0.55716, 3.12030], [3.15182, 1.59953, 1.55702], [-3.89090, 1.21619, 2.06478], [1.69595, 2.63526, -2.06453], [3.33518, -0.18396, -1.97869], [3.33038, 6.56118, 2.15433], [-4.05129, 3.80845, 2.19236], [3.30571, 0.38022, -0.04290], [-0.11789, -2.22964, -2.70634]], "forces_ev_per_a": [[-0.6, 0.1, -0.4], [1.2, -1.2, -0.7], [1.1, -0.7, 0.4], [0.8, 1.8, 0.5], [-0.4, -0.1, 1.6], [0.9, -0.6, -1.1], [-0.1, 0.6, 0.1], [-1.1, 0.8, 1.0], [0.3, -0.3, 0.1], [0.1, 0.1, 0.0], [-2.1, -0.4, -1.0], [0.1, -0.2, -0.3], [0.1, -0.2, 0.0], [-0.1, 0.1, -0.1], [0.1, 0.3, 0.0], [-0.5, 0.3, -0.2], [0.0, 0.0, -0.3], [-0.2, -0.1, 0.7], [-0.2, -0.1, -0.3], [0.2, 0.0, 0.1], [1.6, 0.7, 0.9], [-0.4, -0.2, 0.0], [-0.2, -0.2, -0.2], [0.2, -0.2, 0.3], [0.3, 1.9, 0.8], [-1.2, 2.2, 0.2], [-0.1, -0.1, 0.0], [0.2, 0.4, -1.0], [-1.5, -1.1, -0.8], [-0.3, -0.1, 0.0], [0.4, -0.5, 0.1], [0.0, 0.3, -0.3], [-0.2, -0.4, -1.3], [0.1, -0.1, 0.0], [-0.2, 0.3, 0.2], [-0.4, 0.0, -0.1], [0.4, 0.0, 0.5], [0.0, 0.0, -0.2], [-0.1, 0.1, -0.4], [0.1, -1.3, 0.7], [0.0, -0.7, 0.7], [-0.1, 0.1, -0.2], [-0.5, -0.3, -0.3], [-0.3, 0.1, 0.4], [0.1, 0.0, 0.0], [0.2, -0.3, 0.0], [0.5, -0.5, 0.1], [-0.4, 0.1, -0.1], [-0.2, -0.1, -0.2], [0.3, 0.0, -0.3], [-0.2, -0.2, -0.7], [0.6, -0.3, 0.3], [0.2, 0.3, 0.6], [0.0, -0.2, 0.2], [0.1, 0.2, 0.2], [-0.3, 0.0, 0.1], [0.3, -0.4, -0.5], [0.3, 0.2, -0.1], [-0.1, -0.4, -0.4], [0.1, 0.1, -0.1], [0.0, 0.2, 0.1], [0.8, 0.0, 0.0], [0.1, 0.1, 0.1], [-0.1, 0.2, 0.2], [-0.3, 0.3, 0.0], [0.2, 0.2, 0.0], [0.4, 0.0, 0.2], [0.1, -0.3, 0.1], [0.0, 0.1, 0.4], [0.1, -0.5, -0.1], [-0.1, -0.2, 0.2], [-0.1, -0.1, -0.3], [-0.4, 0.1, -0.2], [0.0, 0.0, -0.1], [-0.1, 0.0, 0.3], [0.1, 0.1, 0.0], [0.2, -0.2, 0.6], [-0.2, -0.1, -0.2], [0.0, 0.1, 0.2], [-0.6, 0.6, -0.6], [0.2, -0.1, -0.3], [0.1, 0.0, 0.3], [0.3, 0.0, 0.1], [0.0, -0.2, -0.1], [-0.4, -0.1, 0.0], [-0.1, 0.5, 0.0], [0.1, -0.2, 0.1], [-0.1, 0.2, 0.2], [0.0, 0.1, -0.4], [0.2, -0.5, 0.0], [0.3, 0.1, 0.1], [0.2, -0.3, 0.2], [0.4, 0.2, -0.1]], "e_homo_ev": [-15.56, -15.54], "e_lumo_ev": [-9.417, -9.519], "charge": 3, "spin_multiplicity": 7, "homo_lumo_gap_ev": [6.146, 6.022]}

Max |F|? In order: 3.50; 2.52 eV/Å.